Formula: C23H20FeO7
Source: the Open Molecules 2025 dataset
Level of theory: the ωB97M-V functional and the def2-TZVPD basis

Summary:
Maximum force (hartree/bohr): 0.0537
Multiplicity: 5
HOMO level (spin up / spin down) (eV): -5.7 / -8.2
Frontier orbital gap (spin up / spin down) (eV): 5.95 / 5.77
Net charge: 0

Each line ends with the Mulliken spin population.
Atoms and positions in Å:
C: -0.3518 -2.0102 3.2246  -0.02
C: -1.2350 -1.3017 2.1882  0.02
C: -2.5221 -0.8012 2.8480  0.00
O: -0.5272 -0.1447 1.6743  0.00
C: 0.4873 -0.4343 0.7908  0.10
O: 1.3749 0.3747 0.5165  0.19
C: 0.5022 -1.7134 0.1612  0.33
C: 1.6640 -2.1132 -0.6647  -0.01
C: 2.7562 -2.7182 0.1620  0.08
C: 2.7781 -4.0801 0.4155  0.00
C: 3.7787 -4.6330 1.1858  0.00
C: 4.7588 -3.8285 1.7254  0.01
C: 4.7250 -2.4670 1.5116  0.00
C: 3.7229 -1.9151 0.7429  0.00
C: -0.5877 -2.6181 0.3187  0.05
O: -0.5768 -3.6725 -0.3172  0.19
O: -1.6071 -2.2699 1.1764  0.01
H: 0.5630 -2.3682 2.7566  0.00
H: -0.0787 -1.3300 4.0293  0.00
H: -0.8735 -2.8699 3.6428  0.00
H: -3.1343 -0.2971 2.1041  0.00
H: -3.0908 -1.6349 3.2556  0.00
H: -2.2941 -0.0950 3.6439  0.00
H: 1.3339 -2.8287 -1.4259  0.02
H: 2.0436 -1.2370 -1.2008  0.01
H: 1.9903 -4.6972 0.0183  0.00
H: 3.7933 -5.6953 1.3669  0.00
H: 5.5508 -4.2623 2.3133  0.00
H: 5.4802 -1.8336 1.9464  0.00
H: 3.6641 -0.8485 0.6047  0.00
O: -2.5241 6.5169 -2.3248  -0.05
C: -2.3845 5.4062 -2.1183  0.03
Fe: -2.1202 3.5730 -1.7731  1.96
C: -3.1634 3.8039 -0.2341  0.03
O: -3.7827 3.9443 0.7108  -0.05
C: -3.5924 3.1223 -2.8180  -0.05
O: -4.4866 2.8416 -3.4650  -0.05
C: -1.5255 1.5027 -1.1873  0.01
C: -1.5125 1.2391 -2.5717  0.23
C: -1.0983 2.1060 -3.5800  0.32
C: -0.6224 3.4234 -3.4141  -0.05
C: -0.1329 4.0932 -2.2596  0.37
C: -0.2144 3.6754 -0.9070  -0.19
C: -0.8671 2.5108 -0.4319  0.36
H: -1.9885 0.7230 -0.5745  0.01
H: -1.9769 0.3129 -2.8925  0.02
H: -1.2740 1.7788 -4.5990  0.04
H: -0.4973 3.9873 -4.3433  0.00
H: 0.3236 5.0741 -2.4310  0.04
H: 0.2177 4.3418 -0.1552  -0.01
H: -0.8655 2.3675 0.6545  0.01